(1)
{
  "formula": "C3H13O3S",
  "method": "the ωB97M-V functional and the def2-TZVPD basis",
  "elements": ["C", "C", "C", "S", "H", "H", "H", "H", "H", "H", "H", "H", "H", "O", "H", "H", "O", "H", "H", "O"],
  "xyz": [[1.68, -1.16, -0.29], [2.60, -0.48, 0.74], [3.31, 0.90, 0.32], [2.09, 2.30, 0.15], [1.85, -2.24, -0.47], [0.52, -1.10, -0.20], [1.85, -0.57, -1.16], [3.40, -1.34, 1.11], [1.98, -0.35, 1.62], [4.15, 1.15, 1.05], [3.84, 0.67, -0.65], [-4.80, -2.86, -0.80], [-5.64, -1.70, -1.56], [-5.57, -2.62, -1.32], [0.03, 1.58, 0.81], [-1.04, 2.68, 0.68], [-0.98, 1.71, 0.88], [-2.63, 0.99, 0.26], [-3.24, 1.61, -0.86], [-3.42, 0.85, -0.31]],
  "orbital_gap_ev": 6.4,
  "spin_multiplicity": 1,
  "lumo_ha": 0.121,
  "charge": -1
}

(2)
{
  "formula": "C3H13O4",
  "method": "the ωB97M-V functional and the def2-TZVPD basis",
  "elements": ["C", "O", "C", "C", "H", "H", "H", "H", "H", "H", "H", "H", "H", "O", "H", "H", "O", "H", "H", "O"],
  "xyz": [[0.17, 1.01, -0.95], [0.62, -0.29, -1.15], [0.98, 1.74, 0.13], [0.39, 3.09, 0.55], [-0.88, 1.01, -0.63], [0.26, 1.55, -1.92], [2.02, 1.83, -0.17], [0.98, 1.03, 0.98], [-0.39, 3.41, -0.14], [1.10, 3.90, 0.61], [-0.15, 3.00, 1.52], [-0.03, -0.98, -0.47], [-1.64, -1.59, -0.29], [-0.84, -1.65, 0.26], [-1.71, 0.93, 1.76], [-1.64, -0.60, 1.39], [-2.09, 0.06, 1.98], [1.64, -3.66, -0.20], [0.43, -2.87, -0.64], [1.02, -3.60, -0.93]],
  "orbital_gap_ev": 8.5,
  "spin_multiplicity": 1,
  "lumo_ha": 0.139,
  "charge": -1
}

(3)
{
  "formula": "C3H14CuNOS",
  "method": "the ωB97M-V functional and the def2-TZVPD basis",
  "elements": ["C", "Cu", "N", "H", "H", "H", "H", "H", "H", "H", "H", "C", "S", "C", "O", "H", "H", "H", "H", "H", "H"],
  "xyz": [[2.56, -1.99, 1.78], [0.73, 0.36, -1.86], [1.52, 2.22, -2.04], [2.63, -3.68, 2.47], [2.92, -3.00, 1.84], [1.61, -2.16, 1.27], [2.46, -1.50, 2.75], [3.36, -1.58, 1.14], [1.25, 2.89, -1.28], [1.14, 2.64, -2.94], [2.54, 2.23, -2.08], [-2.93, 0.14, -1.41], [-2.11, 1.27, -0.24], [-1.94, 0.35, 1.33], [-0.68, 1.25, -0.79], [-3.96, -0.01, -1.10], [-2.36, -0.81, -1.51], [-3.03, 0.67, -2.39], [-1.44, -0.63, 1.28], [-1.36, 1.03, 1.98], [-2.92, 0.31, 1.80]],
  "s2": 0.9045,
  "orbital_gap_ev": [3.2, 2.1],
  "spin_multiplicity": 2,
  "lumo_ha": [0.084, 0.088],
  "charge": -1
}

(4)
{
  "formula": "C3H14N2O2",
  "method": "the ωB97M-V functional and the def2-TZVPD basis",
  "elements": ["N", "C", "C", "C", "N", "H", "H", "H", "H", "H", "H", "H", "H", "H", "H", "H", "H", "O", "H", "H", "O"],
  "xyz": [[-0.35, -1.30, 3.24], [-0.05, 0.05, 2.73], [0.10, -0.07, 1.18], [0.31, 1.37, 0.66], [0.40, 1.37, -0.81], [0.35, -1.98, 2.96], [-0.41, -1.32, 4.25], [0.85, 0.54, 3.11], [-0.99, 0.57, 2.93], [1.06, -0.58, 1.13], [-0.78, -0.57, 0.80], [1.26, 1.73, 1.04], [-0.50, 1.99, 1.05], [-0.20, 0.69, -1.28], [0.10, 2.28, -1.15], [-1.25, 2.09, -4.74], [-0.77, 0.75, -4.08], [-0.90, 1.69, -3.96], [0.22, -3.30, -2.51], [1.47, -2.88, -1.84], [0.53, -2.77, -1.79]],
  "smiles": "NCCCN.O.O",
  "orbital_gap_ev": 9.4,
  "spin_multiplicity": 1,
  "lumo_ha": 0.024
}

(5)
{
  "formula": "C3H14N3OTi",
  "method": "the ωB97M-V functional and the def2-TZVPD basis",
  "elements": ["C", "Ti", "N", "H", "H", "H", "H", "H", "H", "H", "H", "C", "N", "C", "N", "O", "H", "H", "H", "H", "H", "H"],
  "xyz": [[1.35, -1.36, -0.82], [0.07, 0.02, -0.56], [0.68, 1.77, -1.50], [-1.53, -0.31, -1.15], [-1.14, -1.04, -1.16], [0.98, -2.36, -0.46], [2.18, -0.87, -0.27], [1.41, -1.29, -1.96], [1.14, 2.38, -0.80], [-0.15, 2.25, -1.87], [1.27, 1.69, -2.29], [0.28, 1.29, 3.92], [-1.03, 1.06, 3.36], [-1.24, 0.54, 2.14], [-2.53, 0.33, 1.79], [-0.29, 0.32, 1.28], [1.13, 1.07, 3.25], [0.38, 0.70, 4.84], [0.35, 2.34, 4.24], [-1.87, 1.12, 3.98], [-2.77, 0.07, 0.85], [-3.29, 0.63, 2.37]],
  "s2": 2.0565,
  "orbital_gap_ev": [2.3, 2.6],
  "spin_multiplicity": 3,
  "lumo_ha": [0.103, 0.101],
  "charge": -1
}

(6)
{
  "formula": "C3H14NO2",
  "method": "the ωB97M-V functional and the def2-TZVPD basis",
  "elements": ["C", "C", "C", "N", "H", "H", "H", "H", "H", "H", "H", "H", "H", "H", "H", "H", "O", "H", "H", "O"],
  "xyz": [[0.53, 0.50, 1.44], [1.71, 0.48, 0.49], [2.81, -0.52, 0.94], [1.26, 0.11, -0.89], [-0.23, 1.23, 1.17], [0.09, -0.49, 1.56], [0.89, 0.85, 2.41], [2.20, 1.44, 0.35], [2.39, -1.51, 0.73], [3.06, -0.46, 2.00], [3.68, -0.27, 0.35], [0.80, 0.91, -1.39], [2.07, -0.08, -1.53], [0.57, -0.65, -1.01], [-4.69, 1.56, 0.11], [-4.47, 0.22, -0.59], [-4.04, 0.94, -0.19], [-1.35, -2.02, -0.70], [-1.55, -1.56, -2.15], [-1.20, -1.26, -1.29]],
  "s2": 0.7505,
  "orbital_gap_ev": [3.6, 12.1],
  "spin_multiplicity": 2,
  "lumo_ha": [0.025, 0.019]
}

(7)
{
  "formula": "C3H14NO2",
  "method": "the ωB97M-V functional and the def2-TZVPD basis",
  "elements": ["C", "C", "C", "N", "H", "H", "H", "H", "H", "H", "H", "H", "H", "H", "H", "H", "O", "H", "H", "O"],
  "xyz": [[1.01, 0.44, -0.20], [-0.11, 0.88, -1.13], [0.41, 1.77, -2.30], [0.43, -0.56, 0.77], [1.31, 1.27, 0.43], [1.83, -0.06, -0.72], [-0.49, -0.02, -1.61], [-0.92, 1.34, -0.56], [1.17, 1.15, -2.76], [0.72, 2.77, -2.00], [-0.45, 1.87, -2.95], [-0.18, -1.23, 0.26], [-0.26, -0.09, 1.38], [1.09, -1.10, 1.33], [-1.25, 1.09, 3.43], [-1.37, 1.80, 2.04], [-1.20, 0.96, 2.48], [0.42, -3.72, -0.26], [-1.02, -3.53, -0.39], [-0.24, -3.04, -0.13]],
  "orbital_gap_ev": 12.9,
  "spin_multiplicity": 1,
  "lumo_ha": -0.107,
  "charge": 1
}

(8)
{
  "formula": "C3H14NO2S",
  "method": "the ωB97M-V functional and the def2-TZVPD basis",
  "elements": ["C", "C", "C", "S", "N", "H", "H", "H", "H", "H", "H", "H", "H", "H", "H", "H", "H", "O", "H", "H", "O"],
  "xyz": [[0.24, 3.01, 1.39], [0.02, 1.77, 0.65], [0.86, 0.77, -0.79], [-0.04, -0.68, -1.40], [-1.42, 1.45, 0.55], [-0.39, 3.82, 1.26], [0.41, 3.00, 2.54], [1.32, 3.26, 1.13], [0.56, 1.19, 1.38], [1.89, 0.72, -0.55], [0.90, 1.53, -2.12], [-3.73, -8.40, 0.83], [-1.49, -8.09, 2.18], [-2.32, 1.92, 0.77], [-1.42, 0.56, 0.12], [0.25, -0.37, -4.69], [0.52, -0.38, -3.29], [0.63, 0.23, -3.97], [1.44, -2.25, 1.77], [0.76, -1.63, 0.63], [1.00, -1.42, 1.61]],
  "orbital_gap_ev": 2.7,
  "spin_multiplicity": 1,
  "lumo_ha": -0.309,
  "charge": 1
}

Q: Which energy relative to the best compared isomer or geometry (same formula, charge and spin) values were calculated for the entries above? A: 34.8; 0.2; 93.5; 27.0; 11.5; 6.5; 8.1; 385.1, in kcal per mole.